No. 1
This record from the OMol25 dataset describes a molecular structure, C4H7OY in a non-equilibrium geometry. The level of theory is ωB97M-V/def2-TZVPD.

Summary:
Net charge: +2
HOMO energy (alpha / beta), eV: -16.67 / -16.12
2S+1: 1
Electronic energy, a.u.: -269.2584

Positions of all 13 atoms, in Å:
1 C 0.96118 -1.37966 -0.28283
2 C 0.81709 0.13351 -0.38047
3 C 0.34717 0.93943 0.70896
4 O -0.91312 1.42764 0.75964
5 Y -1.60500 1.44807 -1.18294
6 H 0.20781 -1.93063 0.29735
7 H 0.91998 0.59825 -1.37036
8 H 1.23950 -1.79652 -1.25899
9 H 1.02725 1.69627 1.12190
10 C 2.10687 -0.95200 0.61992
11 H 2.20009 -1.61588 1.48420
12 H 3.07665 -0.90674 0.11309
13 H 1.48805 0.02879 1.53575

Atomic forces in eV per Å
C 0.1 1.6 0.0
C -1.8 -2.1 -1.1
C 1.0 2.2 1.8
O -0.1 -0.5 -1.9
Y 0.0 -0.2 1.1
H 0.1 0.3 -0.6
H 0.4 0.3 -0.4
H -0.1 -0.2 0.6
H -0.1 -0.5 0.3
C -0.3 -0.5 1.2
H 0.0 0.1 0.2
H -0.3 1.0 0.4
H 1.0 -1.5 -1.6

Mulliken population analysis, charges in e, atoms 1 to 4: -0.31 -0.46 -0.12 -0.56


No. 2
This record from the OMol25 dataset describes 20 unconnected molecules or ions with the total composition C47H79N19O3Si in a non-equilibrium geometry. The level of theory is ωB97M-V/def2-TZVPD.

Summary:
HOMO energy, eV: -9.69
2S+1: 1
Electronic energy, a.u.: -3392.9741

Positions of all 149 atoms, in Å:
1 C -2.31550 1.38933 2.31400
2 C -2.06990 0.21083 1.20110
3 C -0.59493 0.27510 0.45452
4 C -0.28807 -1.23415 -0.11634
5 C 1.27842 -1.49593 -0.55259
6 Si 1.49998 -1.80485 -2.46131
7 C 3.30543 -1.45253 -3.08487
8 O 3.39029 -0.07549 -3.60571
9 C 4.64672 0.16214 -4.34056
10 O 4.48504 0.34686 -5.79182
11 C 3.41398 -0.50062 -6.34656
12 C 3.58586 -0.40344 -8.00757
13 O 2.42278 -0.93283 -8.73626
14 H -3.27925 1.10763 2.95840
15 H -1.43344 1.49770 3.10706
16 H -2.55520 2.44225 1.82429
17 H -2.16624 -0.84594 1.74631
18 H -2.92320 0.26028 0.38213
19 H -0.72652 1.01570 -0.46356
20 H 0.27364 0.63971 1.15103
21 H -0.55791 -1.99036 0.75645
22 H -0.93974 -1.47437 -1.07667
23 H 1.59513 -2.52319 -0.03383
24 H 2.02700 -0.68221 -0.12560
25 H 0.55766 -1.06814 -3.29254
26 H 1.26605 -3.24509 -2.70426
27 H 3.48971 -2.18563 -3.98253
28 H 4.09010 -1.70929 -2.25548
29 H 5.49605 -0.63949 -4.09298
30 H 5.08348 1.19289 -3.92649
31 H 3.51454 -1.64352 -6.09567
32 H 2.33672 -0.07738 -6.12014
33 H 4.53276 -1.00663 -8.36253
34 H 3.77385 0.72761 -8.31772
35 H 2.64299 -0.94525 -9.71979
36 C -4.40709 4.10912 4.14154
37 C -5.25971 3.72173 2.94428
38 N -5.96698 3.40049 1.95093
39 H -3.58363 4.75266 3.82022
40 H -5.01516 4.64765 4.87358
41 H -3.99528 3.21186 4.61181
42 C -5.12657 7.43491 1.46204
43 C -5.18494 8.00777 2.86877
44 N -5.23338 8.48287 4.03587
45 H -4.88213 6.37000 1.50300
46 H -6.09428 7.55943 0.96840
47 H -4.36033 7.95408 0.87966
48 C -1.69358 -2.20739 4.55760
49 C -2.36646 -0.91531 4.99145
50 N -2.92465 0.15658 5.35155
51 H -0.99594 -2.54206 5.33010
52 H -2.44638 -2.98400 4.39695
53 H -1.14343 -2.04666 3.62629
54 C -9.11836 3.15690 0.14244
55 C -9.69344 4.19149 -0.81117
56 N -10.17041 5.04991 -1.60224
57 H -8.09093 3.42272 0.40551
58 H -9.72013 3.11539 1.05447
59 H -9.12111 2.17124 -0.33114
60 C -5.01236 -0.57313 7.80322
61 C -5.07073 -0.00027 9.20995
62 N -5.11917 0.47482 10.37705
63 H -4.76792 -1.63805 7.84418
64 H -5.98007 -0.44861 7.30958
65 H -4.24612 -0.05397 7.22084
66 C 1.60785 2.91204 4.74977
67 C 0.20704 3.40700 4.42847
68 N -0.95513 3.81755 4.16205
69 H 1.67493 2.64364 5.80757
70 H 1.84046 2.03216 4.14367
71 H 2.33884 3.69627 4.53425
72 C -0.86522 -4.70205 -5.13206
73 C -0.92358 -4.12919 -3.72533
74 N -0.97202 -3.65410 -2.55823
75 H -0.62077 -5.76697 -5.09110
76 H -1.83292 -4.57753 -5.62570
77 H -0.09898 -4.18289 -5.71444
78 C -9.97946 -1.17845 -0.19020
79 C -10.31444 -0.14407 0.87203
80 N -10.59252 0.71405 1.75321
81 H -10.88311 -1.72165 -0.47971
82 H -9.56243 -0.68515 -1.07246
83 H -9.24612 -1.88955 0.20015
84 C 6.68945 2.91946 -2.69443
85 C 6.63108 3.49232 -1.28770
86 N 6.58264 3.96741 -0.12060
87 H 6.93389 1.85454 -2.65347
88 H 5.72174 3.04398 -3.18807
89 H 7.45568 3.43862 -3.27682
90 C 7.97519 -0.69670 -9.69904
91 C 6.57439 -0.20174 -10.02034
92 N 5.41221 0.20881 -10.28676
93 H 8.04228 -0.96509 -8.64124
94 H 8.20780 -1.57657 -10.30514
95 H 8.70619 0.08753 -9.91456
96 C 8.76840 1.59825 -13.57766
97 C 8.71004 2.17111 -12.17093
98 N 8.66160 2.64620 -11.00383
99 H 9.01285 0.53333 -13.53670
100 H 7.80070 1.72276 -14.07130
101 H 9.53464 2.11741 -14.16004
102 C 4.20016 -4.61281 -5.69823
103 C 3.05466 -5.29421 -4.96748
104 N 2.10423 -5.85943 -4.36135
105 H 3.85871 -4.25149 -6.67206
106 H 4.56469 -3.76505 -5.11166
107 H 5.02001 -5.32069 -5.84846
108 C -7.16108 -1.29979 12.28765
109 C -8.46331 -2.08351 12.26651
110 N -9.54358 -2.73381 12.24908
111 H -6.58308 -1.56112 13.17822
112 H -6.57022 -1.53458 11.39805
113 H -7.37195 -0.22687 12.30209
114 C -3.23035 -7.44958 -7.50192
115 C -3.06969 -5.94590 -7.34833
116 N -2.93624 -4.69845 -7.22090
117 H -2.28134 -7.89633 -7.81058
118 H -3.53871 -7.89067 -6.55008
119 H -3.98947 -7.66802 -8.25813
120 C -6.54600 -4.25517 9.25027
121 C -5.53379 -4.19711 8.11778
122 N -4.69415 -4.14907 7.17817
123 H -7.47785 -4.70327 8.89482
124 H -6.15147 -4.85874 10.07228
125 H -6.75326 -3.24604 9.61705
126 C 2.54269 1.66662 8.92421
127 C 3.05312 1.23854 7.55794
128 N 3.47672 0.88334 6.42455
129 H 3.08046 1.12748 9.70882
130 H 2.69706 2.74056 9.06010
131 H 1.47481 1.44686 9.00879
132 C -5.05786 2.25745 13.67594
133 C -6.20337 1.57605 14.40669
134 N -7.15379 1.01083 15.01282
135 H -5.39931 2.61877 12.70211
136 H -4.69333 3.10521 14.26251
137 H -4.23801 1.54957 13.52572
138 C 8.35146 1.37865 -5.60404
139 C 9.11712 0.52619 -6.60282
140 N 9.75220 -0.18114 -7.43138
141 H 7.35111 0.96492 -5.45039
142 H 8.88014 1.39692 -4.64706
143 H 8.25998 2.40148 -5.97990
144 C 12.71567 0.36338 -3.72799
145 C 11.37704 1.00643 -3.40392
146 N 10.26642 1.53979 -3.13516
147 H 12.56249 -0.66255 -4.07366
148 H 13.22196 0.93181 -4.51297
149 H 13.34753 0.34795 -2.83561

Atomic forces in eV per Å
C -0.8 -0.1 0.5
C 0.2 0.1 0.4
C -1.1 -0.5 -0.8
C 0.3 0.1 0.0
C 0.3 -0.5 1.4
Si 0.8 -0.3 1.2
C 0.4 -0.7 -0.7
O 2.5 -1.1 -0.7
C 0.8 1.2 0.9
O -1.4 -1.6 1.6
C -0.9 -0.2 -2.5
C 1.2 0.6 0.0
O 1.3 0.4 -0.3
H 2.1 0.6 -1.5
H -1.9 -0.3 -2.0
H 0.8 -2.2 0.9
H 0.2 2.2 -1.2
H 1.8 -0.2 1.7
H 0.6 -1.4 2.0
H -1.8 -0.7 -1.2
H 0.4 1.5 -2.0
H 1.0 0.5 2.3
H -0.5 2.2 -1.1
H -1.7 -1.5 -0.9
H -0.2 0.4 -0.2
H 0.6 0.3 0.0
H -0.2 1.2 1.7
H -1.1 0.7 -1.5
H -2.1 1.2 -0.6
H -1.1 -2.2 -1.2
H -0.2 2.3 -0.1
H 2.3 -1.0 -0.1
H -1.8 1.2 1.0
H -0.4 -2.3 0.9
H -0.1 0.2 2.1
C -0.7 -0.3 -0.9
C -4.6 -2.1 -6.5
N 5.6 2.6 7.9
H -0.1 -0.2 0.0
H 0.0 -0.1 -0.2
H 0.0 0.1 -0.2
C 0.0 0.5 1.1
C -0.3 3.1 7.7
N 0.4 -3.8 -9.3
H -0.1 0.2 0.1
H 0.1 0.0 0.2
H -0.1 0.0 0.2
C -0.5 1.1 0.3
C -3.7 7.0 2.4
N 4.5 -8.6 -2.8
H -0.2 0.2 -0.1
H 0.0 0.2 0.1
H -0.1 0.1 0.1
C -0.4 1.0 -0.8
C -3.1 5.6 -5.2
N 3.8 -6.8 6.3
H -0.1 0.0 -0.1
H 0.0 0.0 -0.2
H -0.1 0.3 0.0
C 0.0 0.5 1.2
C -0.3 3.1 7.6
N 0.4 -3.8 -9.2
H 0.0 0.2 0.1
H 0.1 0.1 0.2
H -0.1 0.0 0.2
C -1.3 0.5 -0.3
C -7.7 2.8 -1.8
N 9.3 -3.2 2.2
H -0.1 0.1 -0.3
H -0.1 0.1 0.1
H -0.2 -0.1 0.0
C -0.1 0.6 1.4
C -0.5 2.9 7.6
N 0.0 -3.9 -9.4
H 0.1 0.2 0.2
H 0.4 0.2 0.5
H -0.1 0.0 0.2
C -0.3 0.8 0.9
C -1.9 5.6 5.9
N 2.2 -6.9 -7.1
H 0.1 0.2 0.1
H -0.1 0.0 0.2
H -0.1 0.2 0.0
C 0.0 0.5 1.2
C -0.3 3.1 7.7
N 0.4 -3.8 -9.4
H 0.0 0.2 0.1
H 0.1 0.1 0.2
H -0.1 0.0 0.2
C -1.3 0.3 -0.4
C -7.5 2.7 -1.9
N 9.4 -3.3 1.9
H -0.1 0.1 -0.4
H -0.2 0.1 0.0
H -0.3 0.0 0.1
C -0.1 0.5 1.1
C -0.3 3.2 7.7
N 0.4 -3.9 -9.3
H 0.0 0.2 0.1
H 0.1 0.0 0.2
H -0.1 0.0 0.2
C -0.9 -0.6 0.6
C -6.3 -3.7 4.0
N 7.6 4.5 -4.9
H -0.1 -0.1 0.2
H -0.1 -0.2 0.0
H -0.2 0.0 0.1
C -1.1 -0.7 0.0
C -7.1 -4.3 -0.1
N 8.6 5.1 0.1
H -0.2 0.0 -0.1
H -0.2 0.1 0.1
H 0.0 -0.3 0.0
C 0.1 1.2 0.1
C 0.7 8.2 0.7
N -1.4 -10.1 -1.4
H -0.1 0.2 0.1
H 0.1 0.2 -0.1
H 0.1 0.2 0.1
C 0.8 0.0 -0.9
C 5.5 0.2 -6.2
N -6.7 -0.3 7.5
H 0.2 0.1 0.0
H 0.0 0.1 -0.2
H 0.1 -0.1 -0.1
C 0.4 -0.3 -1.1
C 2.9 -2.4 -7.4
N -3.4 2.8 9.1
H 0.0 0.0 -0.2
H 0.0 -0.2 -0.1
H 0.2 0.0 -0.1
C -0.9 -0.5 0.6
C -6.2 -3.7 4.0
N 7.6 4.5 -4.9
H 0.0 -0.2 0.2
H -0.2 -0.2 0.0
H -0.2 0.0 0.0
C 0.5 -0.7 -0.9
C 4.2 -4.5 -5.3
N -4.8 5.7 6.9
H 0.1 0.0 -0.2
H 0.0 -0.1 -0.3
H 0.1 -0.2 -0.1
C -1.1 0.5 0.3
C -7.3 3.5 1.8
N 9.1 -4.3 -2.0
H -0.1 0.2 0.1
H -0.2 0.0 0.1
H -0.2 0.1 -0.1

Mulliken population analysis, charges in e, atoms 1 to 4: -0.55 -0.37 -0.41 -0.35


No. 3
This record from the OMol25 dataset describes a molecular structure, C23H48NOP3SZr in a non-equilibrium geometry. The level of theory is ωB97M-V/def2-TZVPD.

Summary:
Net charge: +4
HOMO energy (alpha / beta), eV: -19.20 / -19.16
2S+1: 1
Electronic energy, a.u.: -2502.9444

Positions of all 78 atoms, in Å:
1 Zr -0.30347 -0.08968 0.36077
2 P 0.86674 -2.38998 1.11369
3 P 1.56617 1.61510 1.36981
4 P 1.43742 0.08560 -1.69078
5 H -6.75110 0.24058 -5.88975
6 C -6.03774 -0.36326 -6.46432
7 C -5.97863 -1.69114 -6.30185
8 H -6.62741 -2.18621 -5.56684
9 C -0.22718 -3.37160 2.18914
10 C 2.40284 -2.30101 2.09518
11 C 1.23629 -3.61358 -0.18438
12 C 1.13420 3.33782 0.90086
13 C 1.55770 1.81864 3.18981
14 C 3.38640 1.62696 1.12898
15 C 0.84119 -0.69569 -3.22606
16 C 3.12495 -0.61386 -1.58000
17 C 1.78656 1.77637 -2.30016
18 H -5.41512 0.18918 -7.17366
19 H -5.28911 -2.33584 -6.85397
20 H -1.27743 -3.18243 1.92781
21 H -0.06362 -3.13011 3.24910
22 H -0.00215 -4.43204 2.01642
23 H 2.28936 -1.57032 2.91008
24 H 3.24436 -1.99966 1.45780
25 H 2.59778 -3.29561 2.52108
26 H 0.32395 -3.81661 -0.76128
27 H 1.56255 -4.53392 0.32028
28 H 2.02093 -3.25784 -0.86033
29 H 1.74677 4.03804 1.48975
30 H 0.07250 3.51878 1.12079
31 H 1.29324 3.51545 -0.16727
32 H 2.37779 2.49293 3.47890
33 H 1.71372 0.84830 3.68370
34 H 0.60325 2.24472 3.51936
35 H 3.83116 2.36777 1.80841
36 H 3.67885 1.87468 0.10169
37 H 3.80344 0.64388 1.38180
38 H 1.56593 -0.46000 -4.01946
39 H -0.14904 -0.30270 -3.49028
40 H 0.76622 -1.78132 -3.09147
41 H 3.72274 -0.19858 -2.40419
42 H 3.10206 -1.70577 -1.67612
43 H 3.61344 -0.35741 -0.63295
44 H 2.14618 1.68333 -3.33429
45 H 2.54558 2.28795 -1.69317
46 H 0.86198 2.36864 -2.29275
47 C -2.81470 -0.49312 -2.35527
48 C -2.47902 0.81594 -2.78962
49 C -3.22077 1.45323 -3.77901
50 C -4.29011 0.79193 -4.37804
51 C -4.62540 -0.48502 -3.93974
52 C -3.87418 -1.15866 -3.01560
53 S -2.11145 -1.37098 -1.07512
54 H -1.51628 0.93165 -0.50552
55 H -1.66268 1.37202 -2.33569
56 H -2.96455 2.47340 -4.07849
57 H -4.84054 1.25500 -5.20461
58 H -5.47133 -1.03993 -4.36313
59 H -4.11618 -2.19556 -2.75611
60 O -1.29467 0.26528 2.11528
61 C -1.54818 0.39982 3.37125
62 C -1.66739 -0.77359 4.28565
63 C -0.40740 -0.90047 5.13789
64 C -0.44443 -0.01827 6.40177
65 C -0.54824 1.46999 6.11482
66 C -1.80295 1.88767 5.34883
67 N -1.68527 1.61648 3.89240
68 H -2.55411 -0.61961 4.92308
69 H -1.81469 -1.66755 3.66371
70 H -0.26701 -1.94884 5.45695
71 H 0.49140 -0.65077 4.54031
72 H -1.30018 -0.33531 7.02555
73 H 0.48390 -0.20598 6.97238
74 H -0.59164 1.99941 7.08038
75 H 0.34145 1.82833 5.58294
76 H -2.67441 1.35517 5.75790
77 H -1.97796 2.96245 5.45456
78 H -1.80822 2.38795 3.23540

Atomic forces in eV per Å
Zr -0.5 1.6 2.0
P 0.3 -1.7 0.0
P 1.3 1.7 0.8
P 1.1 0.1 -1.2
H 0.2 -0.3 -0.2
C -0.1 0.8 -0.4
C 0.0 -0.7 0.0
H 0.1 0.1 -0.5
C -0.5 0.1 0.1
C 0.1 0.6 -0.1
C 0.0 0.1 -0.1
C -0.4 -0.1 -0.2
C -0.3 -0.5 0.2
C 0.2 -0.5 -0.4
C -0.3 -0.1 0.1
C 0.1 -0.2 0.3
C -0.3 0.2 0.2
H -0.3 -0.4 -0.1
H -0.2 0.3 0.1
H 0.2 -0.2 0.2
H -0.1 -0.1 -0.3
H -0.1 0.2 0.2
H 0.1 -0.3 -0.2
H -0.1 -0.1 0.2
H 0.0 0.2 -0.1
H 0.2 -0.1 0.1
H 0.0 0.2 -0.3
H -0.2 -0.2 0.1
H -0.1 -0.3 -0.2
H 0.3 0.1 0.0
H 0.0 0.0 0.2
H -0.3 -0.2 -0.2
H 0.0 0.4 0.0
H 0.4 -0.1 -0.1
H -0.3 -0.1 -0.2
H -0.1 -0.1 0.3
H 0.0 0.2 0.0
H -0.3 -0.2 0.2
H 0.3 -0.1 -0.1
H 0.0 0.2 -0.1
H -0.2 -0.1 0.2
H 0.0 0.3 0.0
H -0.1 -0.1 -0.3
H 0.0 0.1 0.3
H -0.2 -0.2 -0.2
H 0.3 0.0 -0.1
C 1.0 -1.5 1.3
C -0.2 2.4 -1.4
C 1.9 0.4 1.5
C -0.7 0.1 -0.7
C -0.7 -2.1 0.8
C -1.2 -0.6 -0.6
S -0.7 0.3 -1.4
H 0.1 0.2 -0.1
H -0.3 -0.2 0.0
H 0.0 -0.4 0.1
H 0.1 -0.1 0.5
H 0.4 0.6 0.3
H 0.0 0.5 0.0
O 0.5 -0.4 -0.9
C -0.6 1.7 1.8
C -0.2 -0.3 -0.6
C 0.7 -0.2 0.8
C 0.3 -0.5 0.0
C -0.1 0.4 0.3
C -0.1 0.0 0.3
N -0.3 -1.3 -1.0
H 0.3 -0.2 -0.2
H -0.1 0.3 0.2
H -0.2 0.4 -0.2
H -0.3 -0.1 0.1
H 0.4 0.1 -0.2
H -0.5 0.1 -0.1
H 0.1 -0.1 -0.3
H -0.1 0.0 0.2
H 0.1 0.3 -0.2
H 0.0 -0.2 -0.1
H 0.2 -0.2 0.3

Mulliken population analysis, charges in e, atoms 1 to 4: -0.34 1.11 1.06 1.45